Here is a cluster of 12 separate species, C87H189N9O12 in total at a distorted geometry from the OMol25 dataset. Energies are from ωB97M-V/def2-TZVPD.

```
! RIJCOSX wB97M-V def2-TZVPD def2/J DEFGRID3
* xyz 0 1
C -5.04544 -18.80357 -15.80871
C -4.04534 -18.75705 -17.00288
C -3.25756 -20.14843 -16.85712
C -4.05682 -21.39161 -17.36261
C -4.40793 -21.19838 -18.89405
C -5.29601 -19.97561 -19.14883
N -4.67239 -18.80198 -18.41466
O -5.40547 -17.65040 -18.65130
C -5.23608 -19.81311 -20.73470
C -6.76238 -20.28465 -18.75561
C -3.14785 -17.60975 -16.85097
H -4.61255 -19.04962 -14.83908
H -5.70441 -19.63999 -16.04164
H -5.71180 -17.94133 -15.78490
H -2.29023 -20.04843 -17.34944
H -3.03577 -20.23961 -15.79382
H -4.98841 -21.43555 -16.79845
H -3.51834 -22.30595 -17.11334
H -4.80868 -22.13093 -19.29136
H -3.42776 -21.10773 -19.36218
H -5.42254 -20.73938 -21.27818
H -5.91938 -19.02861 -21.05991
H -4.26040 -19.40689 -21.00140
H -6.98602 -20.29132 -17.68882
H -7.43367 -19.53839 -19.18054
H -7.09247 -21.27706 -19.06262
H -2.65694 -17.34302 -17.78690
H -2.39589 -17.85639 -16.10140
H -3.64207 -16.74632 -16.40562
H -4.77535 -16.97739 -18.91890
C -4.87774 -24.11227 -23.21350
C -5.69168 -24.45404 -24.40203
C -5.89156 -26.00694 -24.32300
C -7.02050 -26.45216 -25.28012
C -8.28077 -25.55972 -25.03482
C -8.05299 -24.02870 -25.25478
N -6.91758 -23.63811 -24.42227
O -6.75485 -22.28050 -24.27405
C -7.83195 -23.65548 -26.79168
C -9.34637 -23.41961 -24.67967
C -4.81006 -24.14541 -25.74549
H -4.95291 -23.04090 -23.02750
H -3.83191 -24.37873 -23.36621
H -5.31855 -24.53619 -22.31123
H -4.98194 -26.57016 -24.53152
H -6.02736 -26.42465 -23.32541
H -7.28259 -27.49789 -25.11925
H -6.72449 -26.40338 -26.32803
H -8.75927 -25.84019 -24.09648
H -9.00591 -25.78810 -25.81591
H -7.26803 -24.42582 -27.31766
H -8.76746 -23.61191 -27.34939
H -7.40454 -22.69195 -27.06919
H -9.36998 -23.53357 -23.59590
H -9.27044 -22.37101 -24.96736
H -10.30664 -23.85112 -24.96214
H -3.82757 -24.60655 -25.64478
H -4.46670 -23.11475 -25.83474
H -5.30358 -24.35891 -26.69363
H -7.24085 -22.12169 -23.46153
C 5.32984 -19.58103 -24.60011
C 5.10047 -21.10575 -24.43105
C 6.61427 -21.62615 -24.21648
C 6.69469 -23.00449 -23.62904
C 5.88725 -23.15103 -22.29635
C 4.40777 -22.76203 -22.46337
N 4.36546 -21.42160 -23.15913
O 3.07033 -20.89183 -23.21666
C 3.55647 -23.81891 -23.26056
C 3.90302 -22.74873 -21.04028
C 4.43652 -21.67156 -25.65715
H 4.37443 -19.06272 -24.68166
H 6.01502 -19.39497 -25.42714
H 5.57071 -19.23949 -23.59341
H 6.99185 -21.67529 -25.23781
H 7.25919 -21.00741 -23.59251
H 7.77356 -23.13548 -23.54551
H 6.29748 -23.81032 -24.24626
H 6.40035 -22.52549 -21.56592
H 5.93754 -24.17584 -21.92845
H 4.04932 -24.14834 -24.17525
H 3.37656 -24.67016 -22.60396
H 2.53121 -23.52907 -23.49066
H 2.91135 -22.29697 -21.06482
H 3.86546 -23.80522 -20.77473
H 4.46396 -22.08268 -20.38467
H 4.62855 -21.23564 -26.63756
H 3.36784 -21.45711 -25.66056
H 4.53142 -22.74899 -25.79215
H 3.00392 -20.29391 -22.46855
C -8.17965 -18.09567 -29.45235
C -9.11868 -18.20003 -28.28414
C -10.19325 -17.16339 -28.70389
C -11.54686 -17.33429 -27.94050
C -12.01017 -18.85748 -27.80997
C -10.87886 -19.88436 -27.37625
N -9.63052 -19.60398 -28.16543
O -8.71632 -20.59220 -28.04970
C -10.63589 -19.86793 -25.85104
C -11.50740 -21.21763 -27.68112
C -8.37564 -17.76892 -26.99046
H -8.59876 -18.52117 -30.36415
H -7.36646 -18.74755 -29.13318
H -7.72274 -17.15017 -29.74450
H -9.84524 -16.19694 -28.33926
H -10.40506 -17.18742 -29.77285
H -12.22509 -16.62008 -28.40740
H -11.37681 -16.84387 -26.98202
H -12.54156 -19.22835 -28.68643
H -12.78909 -18.75720 -27.05411
H -11.02904 -20.79177 -25.42671
H -9.57950 -19.82390 -25.58610
H -11.29391 -19.12839 -25.39476
H -11.00097 -22.12626 -27.35555
H -12.55002 -21.22800 -27.36339
H -11.35375 -21.34715 -28.75244
H -9.12424 -17.55207 -26.22845
H -7.74036 -16.90360 -27.17952
H -7.76216 -18.63349 -26.73694
H -8.90867 -21.10533 -28.83793
C 1.15961 -19.32479 -19.31281
C 1.38575 -18.26066 -20.39584
C 0.66593 -17.00942 -19.90499
C 1.05507 -15.74035 -20.70360
C 2.61286 -15.48105 -20.67483
C 3.36038 -16.73270 -21.19062
N 2.83513 -18.01664 -20.51609
O 3.55921 -19.17676 -20.80512
C 3.28143 -16.73865 -22.68684
C 4.89882 -16.50451 -20.85170
C 0.73564 -18.82044 -21.70228
H 1.91369 -20.10874 -19.24301
H 0.21491 -19.80919 -19.55978
H 1.15712 -18.94977 -18.28936
H -0.41986 -17.10258 -19.88342
H 0.84803 -16.74350 -18.86372
H 0.55429 -14.83768 -20.35361
H 0.84107 -15.85710 -21.76599
H 2.99119 -15.05053 -19.74768
H 2.69067 -14.74716 -21.47699
H 3.73405 -15.96092 -23.30196
H 3.81838 -17.61180 -23.05750
H 2.28654 -16.81430 -23.12568
H 5.39111 -17.34737 -21.33683
H 5.27352 -15.57836 -21.28753
H 4.99457 -16.56300 -19.76749
H 0.95402 -18.13373 -22.52011
H -0.35360 -18.82353 -21.66190
H 1.07464 -19.84661 -21.84425
H 4.07798 -19.40025 -20.02890
C 0.31546 -19.80829 -25.45252
C -0.96315 -20.65905 -25.47621
C -1.37212 -20.80066 -23.96757
C -2.42851 -19.71054 -23.46588
C -3.56751 -19.64391 -24.37183
C -3.22361 -19.22868 -25.78598
N -2.12850 -20.06036 -26.30494
O -1.71373 -19.59088 -27.54440
C -4.48738 -19.56146 -26.65192
C -3.01250 -17.72491 -25.85544
C -0.58948 -22.02217 -26.03374
H 1.09607 -20.19273 -24.79602
H 0.18114 -18.75086 -25.22467
H 0.90092 -19.79935 -26.37190
H -1.78470 -21.75805 -23.64935
H -0.44636 -20.70670 -23.39991
H -1.91814 -18.74743 -23.47084
H -2.65857 -19.91388 -22.42001
H -4.30060 -18.93412 -23.98859
H -4.09623 -20.59361 -24.45328
H -5.37912 -19.12417 -26.20283
H -4.44956 -19.28509 -27.70562
H -4.60781 -20.63381 -26.80571
H -2.94243 -17.35900 -26.87980
H -3.89223 -17.23030 -25.44369
H -2.08905 -17.43557 -25.35380
H -1.50135 -22.58155 -26.24277
H 0.01436 -22.61304 -25.34503
H -0.03969 -21.92117 -26.96950
H -2.26223 -20.19238 -28.05326
C 5.01926 -18.83806 -31.14569
C 3.58188 -19.47273 -31.31290
C 3.61692 -19.93973 -32.82922
C 2.30981 -20.64705 -33.22787
C 2.00903 -21.78258 -32.28886
C 2.04354 -21.40186 -30.75522
N 3.25642 -20.58979 -30.48307
O 3.49136 -20.36270 -29.16703
C 0.69921 -20.71247 -30.38874
C 2.03011 -22.65571 -29.92269
C 2.52269 -18.25867 -31.03264
H 5.28567 -18.13198 -31.93219
H 5.81761 -19.58012 -31.13684
H 5.14501 -18.23122 -30.24901
H 3.73662 -19.03115 -33.41935
H 4.38701 -20.70073 -32.95536
H 2.47066 -20.95269 -34.26170
H 1.50040 -19.93860 -33.05162
H 2.78791 -22.53023 -32.43879
H 1.07620 -22.29725 -32.51916
H 0.27086 -20.20710 -31.25432
H -0.07591 -21.33337 -29.93954
H 0.83891 -20.00483 -29.57154
H 1.12107 -23.25166 -30.00386
H 2.84118 -23.26727 -30.31799
H 2.21274 -22.40874 -28.87686
H 2.29013 -18.21779 -29.96851
H 1.57552 -18.32871 -31.56749
H 2.92867 -17.27028 -31.24799
H 4.14927 -20.97998 -28.83881
C -0.65457 -11.17428 -25.65784
C -1.33387 -12.56074 -25.95104
C -1.11732 -13.38852 -24.65853
C -2.05542 -14.69221 -24.54642
C -3.49562 -14.36016 -24.77635
C -3.70704 -13.51971 -26.11202
N -2.76196 -12.37213 -26.21660
O -3.05089 -11.49587 -27.24482
C -3.74973 -14.43319 -27.31693
C -5.18673 -13.03176 -25.98055
C -0.64060 -13.12458 -27.27317
H -1.15840 -10.72213 -24.80354
H -0.82124 -10.52586 -26.51799
H 0.42232 -11.32167 -25.57611
H -0.09155 -13.74767 -24.57563
H -1.32656 -12.69653 -23.84277
H -1.92245 -15.14976 -23.56609
H -1.64301 -15.39618 -25.26924
H -3.82801 -13.74186 -23.94249
H -4.01784 -15.31684 -24.78776
H -4.38250 -15.31405 -27.20833
H -3.96479 -13.93762 -28.26364
H -2.79243 -14.88246 -27.58117
H -5.92323 -13.83526 -25.98620
H -5.41013 -12.50852 -25.05080
H -5.42790 -12.32178 -26.77166
H 0.42877 -12.92296 -27.33550
H -1.10429 -12.94173 -28.24252
H -0.80543 -14.20160 -27.24188
H -3.18258 -10.65867 -26.79387
C -7.51912 -22.90659 -32.83297
C -6.23757 -22.24969 -32.16680
C -6.71925 -21.62347 -30.82532
C -5.66818 -21.41282 -29.71442
C -5.13484 -22.79762 -29.37473
C -4.47143 -23.46088 -30.62890
N -5.38853 -23.44404 -31.82030
O -4.84111 -24.13957 -32.97528
C -3.10143 -22.83074 -30.85847
C -4.21866 -24.99884 -30.15223
C -5.64561 -21.24249 -33.19073
H -8.41831 -22.30956 -32.98505
H -7.84815 -23.79047 -32.28654
H -7.19483 -23.33085 -33.78319
H -7.28744 -20.73396 -31.09739
H -7.49728 -22.28266 -30.44030
H -6.17606 -20.90113 -28.89690
H -5.01579 -20.58700 -29.99814
H -5.79151 -23.51004 -28.87541
H -4.27109 -22.67458 -28.72135
H -2.63587 -23.45655 -31.61985
H -3.07261 -21.80049 -31.21325
H -2.39264 -22.87057 -30.03134
H -5.13001 -25.59511 -30.10741
H -3.55509 -25.58854 -30.78471
H -3.70393 -25.03315 -29.19204
H -4.77264 -20.88337 -32.64572
H -6.34184 -20.43979 -33.43375
H -5.32703 -21.72660 -34.11390
H -5.42017 -24.90400 -33.01934
C 2.06596 -15.37315 -27.02454
C 2.57438 -16.83567 -27.06020
O 3.66760 -16.72928 -28.01421
H 1.05542 -15.48075 -26.63042
H 2.09390 -14.89398 -28.00318
H 2.78188 -14.81284 -26.42320
H 1.86546 -17.55977 -27.46169
H 2.90705 -17.09865 -26.05607
H 3.68057 -17.60666 -28.40358
C -0.48014 -16.42140 -29.66203
C -1.85401 -16.47568 -30.34952
O -2.55745 -17.66840 -30.05167
H 0.04875 -17.35653 -29.84609
H -0.52645 -16.26376 -28.58448
H 0.11450 -15.63959 -30.13454
H -1.64000 -16.43844 -31.41766
H -2.47691 -15.62978 -30.05873
H -3.10869 -17.48525 -29.28735
C 1.72465 -25.06707 -26.67430
C 0.44044 -25.72986 -27.14144
O 0.48645 -27.04556 -26.84666
H 2.56531 -25.59135 -27.12874
H 1.86473 -25.19557 -25.60101
H 1.86817 -23.98768 -26.72366
H 0.24132 -25.60369 -28.20564
H -0.45308 -25.29055 -26.69791
H 0.19517 -27.05355 -25.93195
*
```

Output
Energy in eV: -131247.3938
Orbital gap in eV: 8.36
SMILES string: CC1(C)CCCC(C)(C)N1O.CC1(C)CCCC(C)(C)N1O.CC1(C)CCCC(C)(C)N1O.CC1(C)CCCC(C)(C)N1O.CC1(C)CCCC(C)(C)N1O.CC1(C)CCCC(C)(C)N1O.CC1(C)CCCC(C)(C)N1O.CC1(C)CCCC(C)(C)N1O.CC1(C)CCCC(C)(C)N1O.CCO.CCO.CCO